# 1
ORCA calculation (the ωB97M-V functional and the def2-TZVPD basis) on a 20-piece molecular cluster, C53H157N29O20 overall at a distorted geometry.

Structure (XYZ):
```
259
C53H157N29O20, DFT the ωB97M-V functional and the def2-TZVPD basis
C 2.152 -3.625 5.457
C 2.467 -4.731 4.427
C 1.336 -5.747 4.271
O 1.295 -6.437 5.524
C 0.454 -7.587 5.523
N 2.917 -4.222 3.124
H 1.356 -2.928 5.136
H 2.908 -3.000 5.791
H 1.772 -4.066 6.404
H 3.285 -5.308 4.820
H 1.567 -6.479 3.418
H 0.366 -5.319 4.020
H -0.566 -7.357 5.220
H 0.463 -7.949 6.532
H 0.779 -8.383 4.791
H 2.258 -3.745 2.529
H 3.735 -3.592 3.201
C -0.902 2.914 8.250
C -1.562 3.702 7.084
C -0.811 3.516 5.756
O -1.060 2.214 5.215
C -0.306 1.895 4.069
N -2.985 3.308 6.977
H -1.535 2.084 8.504
H -0.756 3.469 9.224
H 0.029 2.534 7.861
H -1.617 4.765 7.281
H 0.244 3.771 5.957
H -1.228 4.232 5.046
H 0.803 2.034 4.163
H -0.578 2.359 3.154
H -0.427 0.803 3.839
H -2.987 2.371 6.522
H -3.322 3.897 6.234
C -6.717 2.166 5.195
C -5.821 2.866 4.122
C -5.896 2.048 2.852
O -5.371 0.733 2.773
C -4.037 0.684 3.087
N -6.357 4.154 3.710
H -7.516 1.634 4.652
H -7.147 2.809 6.003
H -6.173 1.373 5.652
H -4.784 2.915 4.474
H -5.433 2.516 1.988
H -6.972 1.974 2.596
H -3.503 1.420 2.456
H -3.564 -0.234 2.879
H -3.936 0.958 4.149
H -5.741 4.609 3.013
H -6.390 4.787 4.513
C -2.618 -2.791 2.608
C -1.862 -2.865 3.889
C -2.548 -1.882 4.883
O -1.942 -2.047 6.173
C -2.564 -1.381 7.216
N -2.062 -4.268 4.370
H -2.535 -1.831 2.099
H -3.651 -2.985 2.735
H -2.222 -3.510 1.876
H -0.804 -2.600 3.616
H -3.640 -1.965 4.917
H -2.353 -0.850 4.535
H -1.853 -1.543 8.108
H -3.579 -1.744 7.434
H -2.611 -0.278 6.986
H -1.647 -4.463 5.260
H -1.495 -4.876 3.765
C -3.521 3.866 -1.707
C -4.264 5.164 -2.063
C -5.040 5.110 -3.414
O -4.126 4.586 -4.418
C -4.658 4.741 -5.686
N -5.343 5.515 -1.057
H -2.444 3.863 -2.090
H -4.053 2.967 -1.957
H -3.486 3.842 -0.575
H -3.522 5.975 -2.190
H -5.466 6.072 -3.559
H -5.814 4.375 -3.507
H -4.067 4.189 -6.406
H -4.846 5.776 -5.986
H -5.673 4.358 -5.701
H -5.007 5.420 -0.145
H -5.806 6.383 -1.254
C -1.760 0.991 0.192
C -0.298 0.807 -0.130
C 0.231 -0.482 0.456
O 0.532 -0.325 1.831
C 1.391 -1.341 2.285
N -0.171 0.842 -1.597
H -2.410 0.196 -0.077
H -2.211 1.874 -0.167
H -1.812 1.054 1.287
H 0.272 1.622 0.362
H 1.205 -0.755 0.012
H -0.493 -1.288 0.425
H 2.389 -1.264 1.860
H 0.973 -2.344 1.973
H 1.416 -1.316 3.362
H -0.997 0.425 -2.038
H 0.634 0.309 -1.967
C 4.148 4.397 -0.205
C 4.947 3.364 0.657
C 4.024 2.685 1.606
O 4.777 1.684 2.346
C 4.114 1.344 3.577
N 5.510 2.286 -0.217
H 3.313 3.856 -0.674
H 4.801 4.872 -0.938
H 3.700 5.124 0.423
H 5.747 3.875 1.278
H 3.285 2.165 1.002
H 3.516 3.364 2.210
H 4.723 0.702 4.228
H 3.133 0.764 3.406
H 3.861 2.337 4.147
H 6.087 1.634 0.353
H 6.189 2.646 -0.915
C 6.862 -1.978 3.223
C 7.394 -3.231 2.529
C 6.874 -3.266 1.139
O 5.506 -3.483 1.031
C 5.108 -4.806 0.805
N 8.815 -3.262 2.764
H 7.429 -1.068 2.838
H 7.110 -2.037 4.263
H 5.798 -1.650 3.091
H 6.984 -4.070 3.043
H 7.454 -4.093 0.517
H 7.090 -2.340 0.644
H 5.220 -5.037 -0.284
H 4.108 -4.825 1.163
H 5.757 -5.538 1.360
H 9.253 -2.488 2.265
H 9.114 -4.175 2.390
C 4.331 1.426 -6.666
C 3.283 0.494 -6.090
C 3.798 -0.900 -5.867
O 4.134 -1.433 -7.095
C 3.834 -2.789 -7.266
N 2.715 1.045 -4.908
H 3.950 2.471 -6.532
H 4.638 1.224 -7.685
H 5.204 1.375 -5.993
H 2.469 0.419 -6.869
H 2.931 -1.484 -5.381
H 4.684 -0.949 -5.234
H 4.787 -3.428 -7.343
H 3.319 -2.885 -8.233
H 3.140 -3.178 -6.536
H 1.775 0.698 -4.856
H 2.639 2.095 -4.983
C -2.963 1.318 -5.338
C -1.604 1.499 -6.066
C -1.664 2.744 -6.901
O -0.581 2.933 -7.714
C -0.374 2.036 -8.807
N -0.421 1.426 -5.203
H -2.796 0.542 -4.663
H -3.699 0.823 -5.956
H -3.353 2.248 -4.881
H -1.511 0.625 -6.762
H -1.673 3.581 -6.242
H -2.614 2.784 -7.454
H -0.074 1.055 -8.457
H 0.354 2.436 -9.455
H -1.310 1.822 -9.355
H -0.310 2.338 -4.710
H -0.660 0.718 -4.552
C 1.374 -7.461 0.611
C 0.279 -6.414 0.948
C -0.092 -5.824 -0.315
O -0.996 -4.794 -0.027
C -1.369 -4.100 -1.210
N -0.851 -6.850 1.760
H 2.244 -6.843 0.181
H 1.064 -8.270 -0.025
H 1.753 -7.876 1.556
H 0.886 -5.666 1.507
H -0.536 -6.634 -0.986
H 0.751 -5.454 -0.863
H -0.599 -3.469 -1.679
H -2.244 -3.540 -0.912
H -1.604 -4.869 -1.928
H -1.621 -6.178 1.550
H -1.128 -7.778 1.569
C 1.774 0.407 6.548
O 2.110 1.587 6.651
N 2.685 -0.664 6.707
N 0.493 -0.010 6.410
H 2.229 -1.542 6.976
H 3.409 -0.490 7.452
H 0.142 -0.936 6.413
H -0.241 0.681 6.300
C -5.757 0.296 -0.694
O -5.375 0.187 -1.891
N -6.225 1.481 -0.104
N -5.656 -0.738 0.115
H -6.762 1.443 0.754
H -6.815 2.086 -0.687
H -5.803 -0.696 1.148
H -5.310 -1.558 -0.304
C -2.503 -2.217 -3.831
O -1.627 -1.460 -3.447
N -3.833 -2.040 -3.575
N -2.153 -3.387 -4.411
H -4.112 -1.153 -3.105
H -4.499 -2.503 -4.059
H -1.214 -3.776 -4.602
H -2.944 -4.022 -4.485
C 3.693 -0.938 -1.018
O 3.135 -1.948 -1.456
N 4.442 -1.017 0.091
N 3.445 0.257 -1.652
H 4.458 -1.903 0.622
H 4.550 -0.206 0.639
H 4.018 0.998 -1.346
H 3.180 0.241 -2.601
C 0.138 4.960 -1.487
O -0.318 4.718 -0.372
N 0.332 6.230 -1.936
N 0.618 4.006 -2.333
H -0.112 6.921 -1.371
H 0.698 6.512 -2.837
H 0.155 3.078 -2.316
H 0.812 4.340 -3.272
C 1.458 -3.542 -3.936
O 0.726 -4.210 -4.723
N 2.703 -4.063 -3.730
N 1.137 -2.393 -3.408
H 3.039 -4.695 -4.473
H 3.278 -3.940 -2.871
H 0.104 -2.076 -3.404
H 1.720 -2.012 -2.684
C 0.898 5.738 -5.813
O 1.196 6.751 -5.102
N -0.073 5.676 -6.720
N 1.505 4.519 -5.508
H -0.590 6.479 -6.955
H -0.132 4.901 -7.302
H 1.476 3.918 -6.309
H 2.468 4.728 -5.456
C -2.497 5.162 2.760
O -3.152 5.074 3.806
N -2.406 4.119 1.854
N -1.685 6.222 2.442
H -2.672 3.253 2.289
H -1.615 4.167 1.140
H -0.897 5.962 1.829
H -1.498 6.975 3.016
C -0.193 -2.501 -8.092
O -0.276 -1.663 -8.941
N -0.036 -3.873 -8.297
N -0.231 -2.145 -6.662
H -0.461 -4.129 -9.174
H -0.227 -4.558 -7.584
H 0.140 -1.239 -6.620
H 0.141 -2.821 -6.015
```

The calculation puts the HOMO energy at -0.3327 Eh. The multiplicity is 1. Its gap between HOMO and LUMO is 9.562 eV. The energy relative to the best compared isomer or geometry (same formula, charge and spin) comes out at 45.22 kJ/mol.

Atom charges from the Mulliken analysis, given in e for atoms 1 to 4: C -1.63; C 0.06; C 1.22; O -0.42



# 2
ORCA calculation (the ωB97M-V functional and the def2-TZVPD basis) on C25H58InN2O2Si3 as an isolated structure at a distorted geometry.

Structure (XYZ):
```
91
C25H58InN2O2Si3, DFT the ωB97M-V functional and the def2-TZVPD basis
O 2.137 1.683 -4.369
O 4.466 1.524 -4.402
C 1.306 0.933 -5.335
C 0.123 0.262 -4.682
H 1.986 0.195 -5.770
H 0.987 1.647 -6.109
H 0.422 -0.528 -3.994
H -0.472 -0.202 -5.473
H -0.519 0.962 -4.137
C 1.515 2.901 -3.790
C 2.098 4.162 -4.355
H 1.676 2.799 -2.716
H 0.443 2.820 -3.999
H 3.189 4.200 -4.256
H 1.687 5.003 -3.787
H 1.793 4.293 -5.401
C 5.069 1.473 -3.082
C 4.977 0.504 -5.312
C 4.245 2.192 -2.053
H 6.062 1.929 -3.196
H 5.215 0.422 -2.791
H 3.852 3.163 -2.377
H 4.892 2.376 -1.184
H 3.421 1.555 -1.711
C 5.261 1.118 -6.659
H 4.220 -0.291 -5.372
H 5.895 0.084 -4.881
H 4.356 1.521 -7.127
H 5.652 0.345 -7.324
H 6.016 1.907 -6.568
H 3.268 1.667 -4.454
In 0.240 -1.411 0.215
C 2.114 -1.341 -0.627
Si 2.748 -2.794 -1.634
H 2.858 -1.102 0.152
H 2.100 -0.459 -1.306
C 2.021 -2.862 -3.363
C 2.488 -4.470 -0.858
C 4.579 -2.412 -1.832
C -1.494 -2.574 -0.452
Si -2.034 -3.601 1.012
H -1.189 -3.178 -1.325
H -2.278 -1.873 -0.793
C -0.690 -4.816 1.501
C -3.589 -4.566 0.586
C -2.373 -2.488 2.487
H 5.179 -3.302 -1.602
H 4.897 -1.602 -1.163
H 4.798 -2.103 -2.862
H 0.983 -3.220 -3.359
H 2.614 -3.570 -3.963
H 2.050 -1.890 -3.877
H 1.494 -4.879 -1.084
H 2.614 -4.452 0.232
H 3.234 -5.170 -1.268
H -3.614 -4.811 -0.482
H -4.495 -3.993 0.819
H -3.642 -5.510 1.144
H -2.662 -1.474 2.180
H -1.510 -2.398 3.160
H -3.208 -2.907 3.068
H -1.162 -5.656 2.032
H 0.051 -4.374 2.180
H -0.162 -5.225 0.631
C -2.081 1.340 -0.911
C -1.615 1.399 0.517
C -2.133 2.315 1.429
C -1.612 2.373 2.724
C -0.570 1.522 3.084
C -0.150 0.534 2.157
N -0.671 0.532 0.882
N 0.672 -0.506 2.357
Si 1.753 -0.933 3.677
C 2.788 0.524 4.234
C 0.725 -1.574 5.097
C 2.908 -2.264 3.025
H -1.229 1.235 -1.603
H -2.769 0.496 -1.079
H -2.614 2.271 -1.154
H -2.936 2.971 1.088
H -2.015 3.078 3.445
H -0.087 1.545 4.063
H 2.207 1.454 4.275
H 3.192 0.329 5.240
H 3.637 0.684 3.555
H 0.434 -2.623 4.944
H 1.306 -1.510 6.029
H -0.189 -0.978 5.222
H 2.362 -3.115 2.593
H 3.595 -1.870 2.262
H 3.518 -2.644 3.860
```

The total charge is +1. The calculation puts the HOMO energy at -0.3477 Eh. The multiplicity is 1. Its gap between HOMO and LUMO is 7.431 eV. The energy relative to the best compared isomer or geometry (same formula, charge and spin) comes out at 0.00 kJ/mol.

Atom charges from the Mulliken analysis, given in e for atoms 1 to 4: O -0.15; O -0.20; C -0.17; C -1.09



# 3
ORCA calculation (the ωB97M-V functional and the def2-TZVPD basis) on C57H56N4PSSbV as an isolated structure.

Structure (XYZ):
```
121
C57H56N4PSSbV, DFT the ωB97M-V functional and the def2-TZVPD basis
V -0.961 -0.597 1.332
C -4.519 1.690 0.204
C -5.366 1.327 1.268
C -4.846 0.640 2.329
C -3.478 0.311 2.345
N -2.676 0.604 1.278
C -3.210 1.298 0.257
C -2.796 -0.285 3.458
C -3.339 -0.528 4.733
C -2.511 -0.866 5.766
C -1.109 -0.845 5.566
C -0.622 -0.616 4.312
N -1.456 -0.477 3.245
C 0.806 -0.305 4.026
C 1.826 -0.709 4.878
C 3.105 -0.228 4.658
C 3.323 0.631 3.595
C 2.255 0.929 2.766
N 1.022 0.473 2.957
H -4.877 2.248 -0.650
H -6.415 1.592 1.250
H -5.475 0.357 3.161
H -2.524 1.513 -0.554
H -4.403 -0.419 4.896
H -2.915 -1.056 6.751
H -0.436 -0.935 6.406
H 1.621 -1.391 5.690
H 3.919 -0.530 5.304
H 4.303 1.034 3.383
H 2.396 1.543 1.883
C 1.545 -3.802 -3.994
C 0.836 -4.325 -2.821
C 0.368 -3.531 -1.860
C 0.555 -2.042 -1.872
C 1.470 -1.518 -3.063
C 1.826 -2.507 -4.128
P -0.995 -1.075 -1.518
C -1.840 -0.808 -3.126
C -3.040 -0.093 -3.103
C -3.747 0.157 -4.266
C -3.271 -0.311 -5.486
C -2.099 -1.047 -5.519
C -1.389 -1.296 -4.348
C -2.203 -2.197 -0.730
C -2.993 -3.100 -1.444
C -3.932 -3.865 -0.776
C -4.074 -3.715 0.602
C -3.275 -2.822 1.298
C -2.308 -2.037 0.656
H 1.836 -4.500 -4.770
H 0.694 -5.395 -2.740
H -0.148 -3.951 -1.004
H 1.077 -0.595 -3.500
H 2.337 -2.146 -5.013
H -3.448 0.245 -2.158
H -4.676 0.711 -4.218
H -3.821 -0.118 -6.397
H -1.730 -1.446 -6.455
H -0.504 -1.914 -4.407
H -2.881 -3.196 -2.519
H -4.551 -4.567 -1.320
H -4.812 -4.306 1.131
H -3.410 -2.741 2.374
C 1.716 -1.590 -0.984
C 2.506 -1.221 -2.001
C 3.840 -0.619 -2.166
C 4.000 0.432 -3.070
C 5.235 1.033 -3.252
C 6.338 0.580 -2.539
C 6.197 -0.485 -1.662
C 4.959 -1.086 -1.480
H 3.149 0.777 -3.642
H 5.339 1.852 -3.952
H 7.306 1.042 -2.680
H 7.056 -0.858 -1.120
H 4.847 -1.922 -0.805
S 3.205 -2.125 1.328
C 1.752 -1.370 0.504
N 0.564 -1.863 1.198
C 0.827 -3.108 1.767
C -0.123 -3.988 2.271
C 0.288 -5.176 2.871
C 1.633 -5.499 2.975
C 2.593 -4.617 2.483
C 2.183 -3.438 1.898
H 1.833 -0.285 0.640
H -1.172 -3.755 2.189
H -0.462 -5.857 3.253
H 1.940 -6.430 3.433
H 3.648 -4.849 2.566
C 3.193 3.720 -0.754
C 2.006 4.245 0.049
C 2.422 4.569 1.479
Sb 0.359 2.851 -0.098
C -0.128 3.419 -2.131
C 0.491 2.437 -3.118
C -1.624 3.529 -2.406
C -1.137 4.038 0.910
C -1.168 3.709 2.402
C -1.030 5.536 0.651
H 4.032 4.422 -0.716
H 2.952 3.564 -1.807
H 3.554 2.764 -0.361
H 1.633 5.159 -0.423
H 2.805 3.689 2.000
H 1.604 4.968 2.079
H 3.225 5.312 1.483
H 0.332 4.405 -2.256
H 0.020 1.456 -3.015
H 1.562 2.305 -2.967
H 0.334 2.763 -4.151
H -2.107 2.550 -2.348
H -1.797 3.889 -3.425
H -2.140 4.207 -1.725
H -2.074 3.682 0.476
H -0.257 4.035 2.910
H -1.269 2.636 2.580
H -2.008 4.212 2.891
H -0.141 5.965 1.116
H -1.894 6.062 1.069
H -0.986 5.774 -0.414
```

The calculation puts the HOMO energy (alpha / beta) at -0.2059 / -0.2478 Eh. The multiplicity is 4. Its gap between HOMO and LUMO (alpha / beta) is 5.600 / 6.299 eV.

Atom charges from the Mulliken analysis, given in e for atoms 1 to 4: V 0.54; C -1.00; C -1.17; C -0.90



Number 1: energy -141673.5122 eV. Number 2: energy -62744.6807 eV. Number 3: energy -118326.3902 eV.